Computed, not measured: C18H39BrIrN2OSi4Te as an isolated structure, with ωB97M-V/def2-TZVPD.

XYZ file:
```
67
Properties=species:S:1:pos:R:3:forces:R:3:nbo_charge:R:1
Ir -0.358 -0.528 -0.072 0.09 -0.06 -0.04 0.647
C 0.588 5.045 1.184 0.00 0.00 0.00 -0.640
C 0.951 3.593 1.293 0.01 0.00 0.01 -0.017
C 2.048 3.155 2.028 -0.02 0.00 0.00 -0.135
C 2.359 1.803 2.107 0.00 0.00 -0.01 -0.238
C 1.524 0.950 1.433 0.01 0.03 -0.03 0.135
Br 1.704 -0.943 1.299 -0.04 0.11 0.00 0.320
N 0.463 1.324 0.726 -0.01 -0.08 0.03 -0.494
C 0.183 2.626 0.653 0.00 0.00 -0.01 0.063
H 1.375 5.676 1.593 0.00 0.00 0.00 0.235
H -0.331 5.257 1.733 0.00 0.00 0.00 0.238
H 0.428 5.331 0.145 0.00 0.00 0.00 0.238
H 2.674 3.876 2.539 0.00 0.00 0.00 0.241
H 3.213 1.438 2.659 0.00 0.00 0.00 0.256
H -0.676 2.896 0.050 0.00 0.00 0.00 0.215
N -4.132 0.703 -0.958 0.00 0.01 0.01 -0.745
C -2.974 0.432 -0.381 0.03 -0.01 0.02 0.711
O -1.965 0.208 -1.100 -0.02 0.01 0.01 -0.603
C -2.811 0.439 1.105 0.01 0.02 -0.01 -0.540
C -1.671 -0.514 1.486 -0.01 -0.04 -0.03 -0.497
H -4.203 0.677 -1.964 0.00 0.00 0.00 0.429
H -4.959 0.874 -0.413 0.00 0.00 0.00 0.420
H -3.748 0.215 1.618 -0.01 -0.01 -0.02 0.242
H -2.545 1.469 1.364 -0.02 0.00 0.00 0.242
H -2.048 -1.529 1.608 -0.01 0.02 0.01 0.215
H -1.212 -0.203 2.427 0.02 0.02 -0.02 0.202
C 0.284 -6.544 2.707 -0.01 0.01 0.02 -1.109
Si -0.523 -4.990 2.033 0.00 -0.01 -0.02 1.296
C 0.154 -3.519 2.989 -0.04 0.02 -0.01 -1.108
C -2.378 -5.075 2.299 -0.01 -0.05 0.00 -1.112
Si -0.056 -4.853 -0.262 0.02 0.04 -0.02 -0.231
Te -0.922 -2.709 -1.308 -0.07 0.08 0.03 -0.274
Si 2.205 -5.122 -0.833 -0.01 0.00 0.00 1.293
C 2.760 -6.869 -0.432 -0.02 0.00 0.00 -1.109
C 3.249 -3.884 0.127 0.00 0.02 -0.07 -1.110
C 2.453 -4.772 -2.657 0.00 -0.01 -0.01 -1.111
Si -1.431 -6.390 -1.413 0.00 0.00 0.02 1.314
C -0.899 -6.494 -3.208 0.02 -0.01 0.00 -1.113
C -1.270 -8.078 -0.608 0.01 -0.01 0.00 -1.112
C -3.220 -5.832 -1.340 0.00 -0.02 0.01 -1.114
H 0.005 -6.683 3.755 0.00 -0.01 0.00 0.244
H 1.374 -6.482 2.662 0.01 0.02 -0.01 0.237
H -0.022 -7.436 2.159 -0.01 -0.01 -0.01 0.244
H -0.032 -3.652 4.058 0.01 -0.02 0.01 0.245
H -0.327 -2.588 2.682 0.04 -0.06 0.02 0.223
H 1.232 -3.419 2.849 -0.01 -0.01 0.04 0.225
H -2.613 -5.002 3.364 0.00 0.00 0.00 0.242
H -2.770 -6.029 1.939 -0.02 0.02 0.01 0.242
H -2.911 -4.278 1.776 0.03 0.01 -0.01 0.237
H 2.636 -7.107 0.626 0.00 0.00 0.00 0.239
H 3.816 -6.995 -0.682 0.00 0.00 0.00 0.245
H 2.195 -7.605 -1.007 0.00 0.01 0.00 0.240
H 3.086 -3.941 1.205 0.00 0.00 0.02 0.227
H 3.021 -2.872 -0.221 0.03 -0.06 0.02 0.223
H 4.312 -4.055 -0.062 0.00 -0.01 0.01 0.248
H 1.948 -5.505 -3.288 0.00 0.01 0.01 0.243
H 3.519 -4.801 -2.897 0.00 0.00 -0.01 0.242
H 2.073 -3.783 -2.923 0.00 0.00 0.01 0.245
H 0.079 -6.970 -3.310 -0.01 0.01 0.01 0.237
H -0.845 -5.508 -3.674 0.00 0.00 0.00 0.242
H -1.618 -7.093 -3.773 0.00 0.00 0.00 0.245
H -0.231 -8.410 -0.558 0.00 0.00 0.00 0.239
H -1.829 -8.819 -1.184 0.00 0.00 0.00 0.246
H -1.673 -8.078 0.407 0.00 0.01 0.01 0.235
H -3.344 -4.842 -1.781 -0.01 0.01 -0.01 0.243
H -3.595 -5.794 -0.315 0.01 0.01 -0.02 0.237
H -3.845 -6.532 -1.900 0.00 -0.01 0.00 0.243
```
Forces are in eV/Å.

Output
**HOMO energy**: -0.354 Eh
**Energy relative to the best compared isomer or geometry (same formula, charge and spin)**: 1.0 kcal/mol
**Orbital gap**: 6.5132 eV
**Charge**: +1

=====

Computed, not measured: C18H39CeNO2P2Si as an isolated structure in a non-equilibrium geometry, with ωB97M-V/def2-TZVPD.

XYZ file:
```
64
Properties=species:S:1:pos:R:3:forces:R:3:mulliken_charge:R:1
Ce 0.626 0.373 -0.089 -3.82 -3.86 -8.58 0.309
P -0.767 2.807 0.857 -0.58 0.42 0.11 1.206
P 0.601 -2.286 -1.825 0.42 0.01 0.27 0.977
N -1.039 0.498 -1.378 1.29 0.21 0.62 -0.255
H 0.677 1.122 1.189 1.14 3.94 7.58 -0.297
C -0.036 4.383 0.262 0.33 0.13 -0.01 -1.219
H -0.262 5.219 0.938 0.04 -0.16 -0.21 0.403
H -0.423 4.607 -0.738 0.10 -0.07 0.15 0.338
H 1.055 4.267 0.190 -0.23 0.21 0.03 0.202
C -0.823 3.131 2.681 0.30 -0.07 0.03 -1.253
H -1.064 4.190 2.883 0.02 -0.46 -0.04 0.448
H 0.165 2.888 3.118 -0.50 0.15 -0.15 0.254
H -1.579 2.483 3.152 0.28 0.20 -0.16 0.320
C -2.519 3.067 0.411 -0.25 -0.06 -0.05 -1.345
H -2.972 3.903 0.960 0.15 -0.12 -0.09 0.433
H -3.082 2.150 0.620 0.10 0.17 -0.08 0.306
H -2.592 3.258 -0.666 0.02 -0.14 0.16 0.362
C 1.869 -2.264 -3.162 -0.02 0.21 -0.01 -1.215
H 2.169 -3.285 -3.421 0.02 0.17 -0.14 0.385
H 2.736 -1.678 -2.817 -0.29 -0.35 -0.24 0.213
H 1.436 -1.757 -4.041 0.24 -0.20 0.27 0.343
C 1.160 -3.772 -0.880 -0.29 0.01 -0.01 -1.279
H 1.267 -4.621 -1.572 0.04 0.05 0.35 0.468
H 0.405 -3.996 -0.101 0.43 0.04 -0.38 0.213
H 2.120 -3.555 -0.385 -0.31 -0.14 -0.16 0.291
C -0.845 -2.943 -2.727 0.01 0.16 0.14 -1.306
H -0.634 -3.939 -3.130 -0.09 0.10 -0.03 0.441
H -1.094 -2.244 -3.535 -0.04 -0.17 0.20 0.343
H -1.690 -2.981 -2.033 0.04 -0.04 -0.20 0.294
C -2.124 0.588 -2.180 -1.73 0.05 -0.94 -0.219
C -3.270 1.511 -4.240 0.38 -0.56 1.07 -0.638
C -2.149 1.371 -3.425 1.25 -0.07 0.82 -0.177
C -3.383 -0.072 -1.865 -0.41 0.31 -0.75 0.132
C -4.568 0.051 -2.690 2.96 0.44 0.89 -0.764
C -4.444 0.846 -3.837 -1.84 0.01 -0.99 -0.117
H -3.215 2.126 -5.158 -0.19 -0.51 0.66 0.338
H -1.165 1.857 -3.668 -1.09 -0.40 0.08 0.228
H -3.391 -0.682 -0.949 -0.10 0.28 -0.42 0.376
H -5.481 -0.472 -2.383 0.35 0.37 -0.37 0.356
H -5.353 0.951 -4.475 0.78 -0.04 0.46 0.238
C 3.679 0.463 -0.478 -8.97 1.96 2.25 0.666
O 2.700 0.218 -1.312 5.20 0.10 1.55 -0.451
C 3.908 2.012 -0.211 4.58 -2.29 0.78 -0.958
H 4.452 2.156 0.849 -0.96 -0.39 -2.64 0.284
H 3.161 2.793 -0.262 -0.68 -0.58 -0.74 0.279
H 4.676 2.003 -1.053 -0.43 1.76 0.96 0.338
C 3.847 -0.465 0.780 4.29 1.29 -2.14 -0.719
H 4.619 -1.042 0.147 -0.41 -0.52 1.94 0.262
H 3.104 -1.110 1.202 -0.99 -0.27 -0.63 0.060
H 4.377 0.095 1.633 -0.66 -0.92 -1.54 0.322
C 1.399 -3.075 2.941 -0.12 -0.05 0.32 -1.045
Si 0.287 -1.549 3.006 -0.15 0.29 -0.46 0.321
C -1.346 -2.040 3.790 0.02 0.07 0.33 -1.127
C 1.096 -0.184 4.041 0.58 -1.26 1.01 -0.858
O 0.078 -0.973 1.493 0.14 -0.44 0.43 -0.070
H 1.485 -3.511 3.950 0.07 0.06 -0.28 0.399
H 2.410 -2.837 2.591 -0.08 -0.07 0.04 0.273
H 0.978 -3.846 2.279 0.10 0.24 0.15 0.277
H -1.174 -2.469 4.791 -0.10 0.11 -0.27 0.324
H -2.014 -1.174 3.908 0.19 -0.21 -0.06 0.261
H -1.869 -2.789 3.187 0.07 0.06 0.02 0.282
H 2.011 0.191 3.571 -0.09 0.03 0.01 0.186
H 0.423 0.640 4.219 -0.25 0.34 -0.01 0.190
H 1.391 -0.608 5.048 -0.26 0.49 -0.92 0.369
```
Forces are in eV/Å.

Output
**HOMO energy (spin up / spin down)**: -0.205 / -0.205 Eh
**Energy relative to the best compared isomer or geometry (same formula, charge and spin)**: 159.0 kcal/mol
**Orbital gap (spin up / spin down)**: 3.8239 / 3.8258 eV
**Charge**: 0

=====

Computed, not measured: C18H39Cl12N as an isolated structure in a non-equilibrium geometry, with ωB97M-V/def2-TZVPD.

XYZ file:
```
70
Properties=species:S:1:pos:R:3:forces:R:3:nbo_charge:R:1
Cl -5.566 -9.249 17.887 -0.21 -0.27 -0.75 -0.056
C -5.299 -9.058 19.618 -3.89 2.50 0.43 -0.382
C -6.492 -9.638 20.426 -0.37 4.25 -1.05 -0.346
Cl -6.241 -9.164 22.179 -0.44 -0.29 -1.15 -0.079
H -5.439 -7.951 19.799 1.22 -1.20 -0.06 0.216
H -4.401 -9.510 19.800 2.30 -0.64 0.97 0.218
H -6.517 -10.633 20.345 -0.13 -3.87 0.12 0.201
H -7.463 -9.227 19.935 1.58 -0.45 1.45 0.233
Cl -10.253 -5.737 13.425 0.65 -1.93 -0.40 -0.052
C -10.976 -4.190 13.713 -12.90 -7.45 -4.98 -0.325
C -11.631 -3.709 12.402 -2.25 -0.43 2.85 -0.367
Cl -13.014 -4.770 11.890 -0.12 0.38 0.64 -0.086
H -10.292 -3.756 14.019 11.06 8.50 4.98 0.165
H -11.756 -4.377 14.538 1.00 0.68 -1.42 0.229
H -11.212 -3.669 11.504 3.71 -0.94 -3.25 0.222
H -11.907 -2.685 12.343 -1.21 1.08 1.33 0.220
Cl -13.080 -5.928 21.355 -0.39 0.98 -0.27 -0.042
C -11.818 -7.121 21.468 0.61 1.09 -5.62 -0.365
C -11.218 -7.493 20.012 -1.10 1.38 0.30 -0.397
Cl -10.182 -8.952 20.084 -0.46 -0.16 0.24 -0.070
H -12.303 -7.913 21.795 -1.55 -3.93 1.95 0.204
H -11.032 -6.787 21.974 2.85 1.31 2.84 0.203
H -10.424 -6.705 19.646 -2.47 -1.16 0.38 0.231
H -12.209 -7.692 19.425 2.48 0.48 0.22 0.238
Cl -8.344 -10.720 16.120 0.61 -0.02 0.08 -0.058
C -10.054 -10.499 15.810 -0.85 -1.75 0.09 -0.413
C -10.384 -10.069 14.420 -0.31 0.62 -0.05 -0.393
Cl -9.632 -11.016 13.094 -0.58 0.18 0.36 -0.056
H -10.339 -9.656 16.393 -0.34 -0.58 0.50 0.231
H -10.577 -11.386 16.177 0.14 -0.01 -0.34 0.212
H -9.972 -9.069 14.397 0.16 0.25 -0.75 0.216
H -11.494 -9.929 14.340 0.94 -0.60 -0.33 0.231
Cl -9.718 -4.448 16.580 1.19 -0.61 1.18 -0.091
C -8.395 -5.552 17.247 0.51 -0.77 -6.27 -0.339
C -8.521 -6.988 16.540 3.05 0.04 -2.27 -0.475
Cl -10.094 -7.762 16.674 -0.04 1.81 1.00 -0.030
H -8.470 -5.794 18.206 -0.84 -0.07 4.36 0.189
H -7.379 -5.110 17.008 -1.41 -0.46 0.14 0.230
H -7.643 -7.654 16.956 -2.05 1.06 -0.02 0.230
H -8.239 -7.144 15.347 -1.67 2.04 3.52 0.286
Cl -2.592 -1.596 17.625 -0.06 -0.97 -0.03 -0.054
C -3.193 -3.233 18.111 -0.44 1.36 3.99 -0.371
C -4.717 -3.224 18.139 0.27 0.98 3.70 -0.467
Cl -5.349 -3.100 16.594 1.02 13.75 8.23 0.170
H -2.827 -3.418 19.208 -0.66 0.54 -1.95 0.227
H -2.815 -4.033 17.568 0.87 -0.84 -1.47 0.219
H -5.092 -2.321 18.714 0.56 -1.29 -0.04 0.239
H -5.145 -4.181 18.558 0.67 0.99 -0.08 0.224
C -6.764 -8.034 14.281 0.40 -3.25 -5.83 -0.599
C -5.638 -7.068 14.173 1.99 -0.71 1.06 -0.261
N -5.973 -5.758 14.532 -1.39 2.09 -0.77 -0.465
C -5.150 -4.943 15.448 -1.32 0.62 -17.52 -0.253
C -3.810 -4.937 15.110 5.56 -1.85 0.57 -0.619
C -6.334 -5.086 13.349 -3.69 2.64 -0.67 -0.188
C -7.296 -3.730 13.655 6.72 -2.36 -5.37 -0.595
H -7.134 -7.941 15.237 -0.47 -0.50 1.14 0.205
H -6.355 -9.186 14.173 -1.13 2.87 0.03 0.229
H -7.594 -7.840 13.328 1.99 -0.70 3.04 0.206
H -4.862 -7.109 13.410 -0.75 -0.30 -1.56 0.177
H -4.951 -7.327 14.916 1.02 -1.16 2.04 0.191
H -5.360 -5.305 16.176 -3.68 -7.96 15.98 0.129
H -5.576 -3.988 15.811 -2.20 -8.28 -8.74 0.134
H -3.585 -5.823 14.397 0.06 1.54 1.24 0.226
H -3.217 -5.194 16.168 -0.57 1.03 -3.27 0.181
H -3.588 -4.008 14.582 1.04 0.02 0.34 0.220
H -7.081 -5.721 12.860 0.45 -0.12 -0.52 0.189
H -5.576 -4.766 12.608 0.29 -0.35 0.41 0.155
H -7.499 -3.391 12.674 -0.39 0.85 -0.83 0.196
H -6.618 -3.175 14.148 1.50 2.68 1.92 0.182
H -8.052 -4.080 14.089 -6.17 -2.36 4.01 0.190
```
Forces are in eV/Å.

Output
**HOMO energy**: -0.288 Eh
**Energy relative to the best compared isomer or geometry (same formula, charge and spin)**: 250.9 kcal/mol
**Orbital gap**: 7.8361 eV
**Charge**: 0